Below is 7 unconnected molecules or ions with the total composition C17H52B2ClN3O8 at a distorted geometry, with properties calculated with the ωB97M-V functional and the def2-TZVPD basis.

Each atom is followed by the atoms it is bonded to, with distances in Å.
Cartesian coordinates (Å):
1 Cl 6.31811 -2.07439 11.13161  O4 1.436, O6 1.462, O7 1.410, O8 1.449
2 O -2.48474 -11.17643 9.45204  C18 1.393, C19 1.389
3 O 1.69443 -5.40354 9.67844  H39 0.960, H40 0.960, H78 0.960
4 O 5.65029 -2.95794 12.04523  Cl1 1.436
5 O 8.84779 -10.78284 8.06945  N11 1.351, H64 0.960
6 O 6.59963 -0.80794 11.80480  Cl1 1.462
7 O 7.48162 -2.74990 10.70927  Cl1 1.410
8 O 5.46780 -1.78459 9.99523  Cl1 1.449
9 O -6.42337 -0.40525 13.55305  C15 1.462, C23 1.376
10 N -1.02515 -8.90940 12.00895  C20 1.449, H36 1.010, H52 1.010
11 N 8.62125 -11.60488 9.11739  O5 1.351, C16 1.479, C28 1.443
12 N -4.71997 -3.58562 12.42282  C14 1.460, H35 1.010, H46 1.010
13 C -2.87261 -10.48704 12.35731  C20 1.569, H66 1.090, H75 1.090, H83 1.090
14 C -5.14383 -2.61748 13.43008  N12 1.460, C15 1.566, C25 1.508, H53 1.090
15 C -5.97902 -1.50896 12.70394  O9 1.462, C14 1.566, H37 1.090, H71 1.090
16 C 7.41728 -11.33233 9.93255  N11 1.479, C17 1.566, C22 1.582, C29 1.516
17 C 7.17743 -12.54645 10.89290  C16 1.566, C26 1.488, H51 1.090, H76 1.090
18 C -1.89251 -12.41983 9.65834  O2 1.393, H48 1.090, H59 1.090, H72 1.090
19 C -1.92461 -10.01651 9.97190  O2 1.389, C20 1.520, H49 1.090, H58 1.090
20 C -1.64287 -10.10048 11.46302  N10 1.449, C13 1.569, C19 1.520, H68 1.090
21 C 10.89486 -12.70374 8.65626  C28 1.589, H45 1.090, H50 1.090, H67 1.090
22 C 6.24952 -11.37948 8.86580  C16 1.582, H34 1.090, H42 1.090, H54 1.090
23 C -7.13095 -0.75190 14.68138  O9 1.376, H55 1.090, H61 1.090, H77 1.090
24 C 10.56313 -11.10742 10.56239  C28 1.526, H33 1.090, H38 1.090, H60 1.090
25 C -3.95873 -2.11838 14.21779  C14 1.508, H65 1.090, H73 1.090, H79 1.090
26 C 8.36980 -13.11884 11.57565  C17 1.488, C27 1.524, H74 1.090, H81 1.090
27 C 9.49648 -13.34399 10.57405  C26 1.524, C28 1.539, H32 1.090, H41 1.090
28 C 9.83647 -12.12926 9.69266  N11 1.443, C21 1.589, C24 1.526, C27 1.539
29 C 7.46092 -9.99245 10.64106  C16 1.516, H44 1.090, H47 1.090, H56 1.090
30 B -0.69988 -1.58825 8.41205  H43 1.079, H57 1.079, H69 1.079, H80 1.079
31 B 2.42409 -5.91436 5.38279  H62 1.079, H63 1.079, H70 1.079, H82 1.079
32 H 9.23113 -14.18001 9.92692  C27 1.090
33 H 10.68611 -10.21212 9.95294  C24 1.090
34 H 5.27446 -11.19091 9.31503  C22 1.090
35 H -4.09795 -3.15047 11.75662  N12 1.010
36 H -1.82109 -8.33267 12.24126  N10 1.010
37 H -6.89086 -1.95647 12.30847  C15 1.090
38 H 11.57896 -11.27578 10.91993  C24 1.090
39 H 1.92738 -5.78148 8.82728  O3 0.960
40 H 1.22693 -6.00184 10.26589  O3 0.960
41 H 10.32174 -13.74057 11.16545  C27 1.090
42 H 6.34039 -10.70004 8.01833  C22 1.090
43 H 0.14693 -1.25733 7.83097  B30 1.079
44 H 8.03697 -9.94502 11.56519  C29 1.090
45 H 11.38096 -11.91920 8.07635  C21 1.090
46 H -5.55419 -3.93452 11.97286  N12 1.010
47 H 7.85758 -9.18345 10.02764  C29 1.090
48 H -1.79015 -12.69800 10.70727  C18 1.090
49 H -2.62170 -9.23813 9.66160  C19 1.090
50 H 10.48119 -13.46045 7.98966  C21 1.090
51 H 6.73230 -13.26153 10.20108  C17 1.090
52 H -0.65009 -9.06131 12.93434  N10 1.010
53 H -5.80733 -3.18197 14.08523  C14 1.090
54 H 6.16289 -12.36350 8.40504  C22 1.090
55 H -7.85311 -1.49256 14.33788  C23 1.090
56 H 6.43967 -9.74007 10.92645  C29 1.090
57 H -0.51074 -1.54926 9.47363  B30 1.079
58 H -0.97872 -9.88569 9.44628  C19 1.090
59 H -2.45165 -13.16253 9.08925  C18 1.090
60 H 9.98510 -10.75311 11.41588  C24 1.090
61 H -6.49729 -1.14884 15.47449  C23 1.090
62 H 2.15011 -5.84513 4.34145  B31 1.079
63 H 1.48300 -6.06417 5.88889  B31 1.079
64 H 8.80846 -11.32304 7.27683  O5 0.960
65 H -3.23307 -2.80852 14.64816  C25 1.090
66 H -2.60991 -10.38724 13.41046  C13 1.090
67 H 11.70251 -13.12541 9.25459  C21 1.090
68 H -0.90249 -10.86427 11.70082  C20 1.090
69 H -0.86682 -2.62896 8.18119  B30 1.079
70 H 3.16151 -6.69447 5.49183  B31 1.079
71 H -5.47392 -1.08722 11.83497  C15 1.090
72 H -0.87804 -12.33538 9.26871  C18 1.090
73 H -3.38419 -1.42665 13.60175  C25 1.090
74 H 8.07976 -13.97020 12.19141  C26 1.090
75 H -3.76204 -9.87701 12.19956  C13 1.090
76 H 6.39574 -12.30365 11.61269  C17 1.090
77 H -7.52582 0.17612 15.09484  C23 1.090
78 H 1.18633 -4.59744 9.56164  O3 0.960
79 H -4.36034 -1.57376 15.07230  C25 1.090
80 H -1.57012 -0.97339 8.24215  B30 1.079
81 H 8.70332 -12.39762 12.32178  C26 1.090
82 H 2.80875 -4.96642 5.72587  B31 1.079
83 H -3.10366 -11.55193 12.38425  C13 1.090

Orbital gap: 5.9 eV
LUMO: 0.102 hartree
E: -53179.5248 eV
Total charge: -2